(1)
The following is a quantum chemistry calculation of C4H6N2 as an isolated structure, from the OMol25 dataset.

Total charge = 0

Atoms and positions in Å:
N 0.3280 1.2978 0.8509
C 0.1633 0.3261 -0.1776
C -1.2807 0.2094 -0.6932
C -0.6683 -0.9242 0.0608
C 1.3307 -0.4873 -0.4048
N 1.7995 -1.4060 0.2176
H 1.0560 1.0256 1.5050
H 0.5536 2.2087 0.4663
H -1.4911 0.0823 -1.7534
H -1.8906 0.9567 -0.1921
H 0.5884 -1.5894 0.8029
H -0.4889 -1.6997 -0.6824



(2)
The following is a quantum chemistry calculation of one molecule with the formula C4H6N2O in a non-equilibrium geometry, from the OMol25 dataset.

SMILES = [H]/N=C/C(C=O)/C=N/[H]
Total charge = 0

Atoms and positions in Å:
C 0.3275 0.6199 -1.3379
C -0.9096 -0.6638 0.7960
C 1.3914 -0.8927 0.1093
C 0.4302 0.2001 0.1189
N 0.6268 1.8423 -1.3573
N -1.1228 -0.3719 2.0251
O 1.4566 -1.7796 -0.6743
H 0.3561 -0.0654 -2.1626
H -1.1845 -1.5593 0.1859
H 2.3182 -0.7141 0.8964
H 0.5242 0.9179 0.8313
H 0.5775 2.3270 -2.2283
H -1.6550 -1.0510 2.5540



(3)
The following is a quantum chemistry calculation of one molecule with the formula C4H6N2O in a non-equilibrium geometry, from the OMol25 dataset.

SMILES = Nc1c[nH]c(O)c1
Total charge = 0

Atoms and positions in Å:
N -2.0810 0.6562 -0.3868
C -0.7594 0.2198 -0.2580
C -0.3559 -1.1040 -0.1815
N 1.0111 -1.1487 -0.3341
C 1.4656 0.1276 -0.2046
O 2.4927 0.1722 0.7044
C 0.3986 1.0328 -0.2578
H -2.7401 -0.0705 -0.1471
H -2.3089 1.5040 0.1165
H -0.9439 -1.9975 -0.2886
H 1.6119 -1.9126 -0.0512
H 1.7652 0.3869 1.4378
H 0.4087 2.1174 -0.1431



M readings, ordered: 82.11, 98.10, 98.10 Da
Energy relative to the best compared isomer or geometry (same formula, charge and spin) readings, ordered: 160.4, 85.3, 57.2 kcal per mole